This record from OMol25 describes C42H40N6NiP2Se2 as an isolated structure at a distorted geometry. The level of theory is the ωB97M-V functional and the def2-TZVPD basis.

Each line ends with the Mulliken charge.
Element x y z (Å)
1 Se -0.29969 -0.68018 -7.34294  -0.351
2 Se -1.40458 1.82602 0.08198  -0.359
3 Ni 0.10551 -0.11080 -0.15812  -2.110
4 P -1.74371 2.08101 -2.01230  1.063
5 P -0.78509 0.79371 -5.93241  -0.063
6 N 0.20008 -0.39990 1.67022  1.754
7 N 2.23598 -0.00584 0.02540  0.937
8 N 0.32304 -0.72547 -4.04223  -0.749
9 N -0.06637 0.01003 -2.05771  2.216
10 N 0.56703 -0.90941 -2.76993  -0.578
11 N -1.25479 -1.80013 0.01082  0.953
12 C -3.53770 1.97140 -2.33315  0.906
13 C 1.70417 -0.65835 3.63919  -0.993
14 C 1.16215 2.66201 -5.22066  -0.327
15 C -0.34102 6.18864 -3.53379  -0.911
16 C 2.44821 1.45445 -0.25291  -1.010
17 C -0.32101 5.90346 -2.17441  -0.756
18 C 4.09224 -0.59329 3.24141  -0.962
19 C -2.26133 -1.93217 -1.04202  -1.527
20 C 1.43580 -0.41511 2.28463  0.390
21 C 0.23502 2.27022 -6.17952  0.627
22 C -4.32227 1.27435 -1.40904  -0.349
23 C -3.05135 -2.06621 1.72740  -0.327
24 C -4.79177 0.40586 -6.15134  -0.661
25 C -2.75013 -1.07029 3.88541  -0.856
26 C -3.45434 0.22331 -5.84354  -0.620
27 C -1.01230 -0.84588 2.21138  -0.266
28 C -3.52532 -1.81222 3.01490  -0.783
29 C -5.70248 1.21792 -1.55316  -1.005
30 C -2.53238 1.24270 -6.09410  1.068
31 C -0.77587 5.22873 -4.43716  -1.007
32 C 2.54166 -0.25954 1.43380  0.463
33 C -0.79218 0.80771 -2.88656  0.644
34 C -1.50416 -0.58026 3.48694  -0.825
35 C -5.54900 2.59025 -3.51418  -0.727
36 C -1.19728 3.99030 -3.98044  0.168
37 C -0.74490 4.66269 -1.71328  -0.919
38 C -6.31877 1.88333 -2.60185  -0.678
39 C -1.81990 -1.58356 1.33315  0.635
40 C -1.19896 3.70151 -2.61589  0.537
41 C -0.36626 -2.98510 0.00422  -1.194
42 C -0.51357 0.33730 -4.18093  0.162
43 C -5.21949 1.60362 -6.71732  -0.699
44 C 0.21500 2.91390 -7.42113  -0.274
45 C 2.04461 3.70273 -5.48446  -0.688
46 C 3.83984 -0.34928 1.89548  -0.492
47 C -4.16711 2.61982 -3.39609  -0.617
48 C 3.10279 -0.75666 -0.90010  -1.182
49 C -2.97057 2.45387 -6.62170  0.004
50 C 1.99951 4.36023 -6.70388  -0.520
51 C 1.08219 3.96520 -7.67351  -0.897
52 C 3.01546 -0.74665 4.09752  -0.823
53 C -4.31406 2.63004 -6.93879  -0.713
54 H 0.02846 6.64596 -1.46719  0.447
55 H -3.60414 3.19119 -4.11589  0.320
56 H 1.84157 2.05359 0.41507  0.307
57 H -0.94187 0.06835 4.14520  0.555
58 H 3.19170 -0.94830 5.14907  0.398
59 H -2.84447 -2.85324 -0.93321  0.462
60 H -6.02315 3.12703 -4.32442  0.522
61 H 2.68799 5.17174 -6.90878  0.416
62 H -4.64783 3.56742 -7.36859  0.408
63 H 2.67390 -0.74547 -1.89422  0.214
64 H -3.85146 0.79689 -0.56137  0.296
65 H 4.67024 -0.24185 1.20586  0.313
66 H 5.10962 -0.66541 3.60531  0.397
67 H 3.17390 -1.78928 -0.56506  0.402
68 H -7.39788 1.85969 -2.70431  0.404
69 H 2.18202 1.67304 -1.28642  0.183
70 H -1.75873 -1.96667 -2.00787  0.394
71 H -0.00518 7.15511 -3.89146  0.407
72 H -2.93273 -1.07469 -1.01517  0.419
73 H 1.06239 4.45934 -8.63734  0.404
74 H -0.73365 4.43750 -0.65572  0.442
75 H -3.12011 -0.84476 4.87941  0.389
76 H -0.94903 -3.90488 0.12726  0.351
77 H 0.17057 -3.01840 -0.94409  0.283
78 H 3.50177 1.71669 -0.09792  0.471
79 H 0.89147 -0.81683 4.33150  0.345
80 H 1.20241 2.15264 -4.26543  0.413
81 H -0.44926 2.55921 -8.19934  0.518
82 H -6.26389 1.73808 -6.97604  0.433
83 H -3.10885 -0.72659 -5.45176  0.472
84 H -1.48748 3.24106 -4.70629  0.038
85 H 2.76614 3.99852 -4.73239  0.442
86 H -4.49261 -2.19321 3.32319  0.414
87 H -6.29399 0.67533 -0.82499  0.453
88 H -2.26810 3.25605 -6.80591  0.188
89 H -3.66547 -2.63289 1.03707  0.353
90 H 4.10445 -0.31936 -0.93327  0.398
91 H 0.34612 -2.90083 0.82275  0.316
92 H -5.50169 -0.39144 -5.96491  0.448
93 H -0.77058 5.43324 -5.50173  0.453

As for the orbital gap (spin up / spin down): 7.02 / 7.02 eV. As for the multiplicity: 1.

***

This record from OMol25 describes an isolated ion of composition C25H32Br2IN2O5 and charge +1. The level of theory is the ωB97M-V functional and the def2-TZVPD basis.

Each line ends with the Mulliken charge.
Element x y z (Å)
1 I 2.85264 3.59912 -1.98942  0.114
2 Br -1.25924 3.05813 -3.76122  0.073
3 Br -0.39842 0.49503 -5.74355  -0.030
4 O 3.69280 0.95932 0.29106  -0.075
5 O -0.62654 1.33017 2.92453  -0.303
6 O 5.60613 0.11539 1.13989  -0.463
7 O 1.52393 0.69858 2.73509  -0.559
8 O -2.12996 -0.78550 3.70600  -0.522
9 N 0.42469 1.77446 -1.94394  0.194
10 N 0.30068 -2.03635 3.15468  -0.379
11 C -0.77480 -4.06499 -2.84123  -0.607
12 C 3.78143 2.14823 1.08421  -0.629
13 C -0.62830 0.95835 4.31762  -0.811
14 C -0.55610 0.74713 -0.02244  -0.061
15 C -1.83423 -1.98636 -3.45345  -0.638
16 C -0.32338 -2.05646 -1.59115  0.682
17 C -4.12426 -0.09181 1.12046  -1.521
18 C -0.12610 -3.41635 -1.79887  -1.110
19 C -0.49822 0.92154 -1.40419  0.455
20 C -1.04228 -0.48460 4.56806  0.142
21 C -2.89877 0.77453 0.85889  -0.591
22 C -1.17816 -1.33032 -2.41253  0.251
23 C -1.46107 0.16542 -2.26606  -1.869
24 C -1.62495 -3.34039 -3.66853  -0.810
25 C 0.89035 1.01194 -4.37476  0.108
26 C 4.51753 -0.04245 0.67465  -0.004
27 C 2.41553 2.87124 1.07865  -2.125
28 C 1.36594 2.38114 -1.15267  0.848
29 C 0.40528 1.35847 0.77544  1.522
30 C 1.38704 2.19249 0.21712  0.845
31 C 0.48722 1.08169 2.25658  -0.767
32 C -1.64901 -0.08548 0.58426  -0.970
33 C 1.52355 -0.24225 -3.74841  -1.161
34 C 0.08456 -1.52064 4.50939  -0.962
35 C 0.40454 2.10827 -3.38637  -1.158
36 H 2.06704 2.92308 2.10346  0.361
37 H -1.36884 1.60737 4.77974  0.436
38 H -1.42176 -0.48256 5.59780  0.434
39 H 4.06661 1.90795 2.10554  0.413
40 H 1.27118 -2.25234 2.99272  0.209
41 H -1.96427 -0.88623 -0.07974  0.624
42 H 0.53578 -3.96950 -1.14606  0.456
43 H -2.13237 -3.83496 -4.48531  0.439
44 H 1.62923 -0.19591 -2.66811  0.166
45 H 1.08032 2.92978 -3.53512  0.454
46 H -2.71984 1.50192 1.64708  0.470
47 H -1.31218 -0.55561 1.50604  0.029
48 H -2.44110 0.25591 -1.79270  0.637
49 H -3.90421 -0.90106 1.81385  0.270
50 H -4.47077 -0.53239 0.18339  0.369
51 H 2.55401 3.90405 0.76222  0.809
52 H 0.97432 -1.13371 -4.03277  0.380
53 H 0.22017 -1.58237 -0.78258  0.514
54 H -4.94854 0.50297 1.50963  0.420
55 H -1.56790 0.56408 -3.26530  0.889
56 H -0.11158 -2.33004 5.21852  0.396
57 H -2.21925 -1.74163 3.66031  0.341
58 H 2.52453 -0.36501 -4.16142  0.426
59 H 4.55638 2.80880 0.69671  0.516
60 H -3.09175 1.36120 -0.04732  0.528
61 H 1.00314 -1.03316 4.83212  0.345
62 H 1.65616 1.49434 -4.97321  0.634
63 H -0.61710 -5.11802 -3.02548  0.434
64 H -0.27054 -2.84085 2.94740  0.204
65 H 0.33026 1.18393 4.77932  0.382
66 H -2.50556 -1.42763 -4.09245  0.506
67 H 4.06841 -1.02910 0.51395  0.395

As for the orbital gap: 7.78 eV. As for the multiplicity: 1. Its charge is +1. The SMILES is CCCc1c(C(=O)OC[C@@H](O)CN)c(CCOC=O)c(I)[n+]([C@H](Br)[C@@H](C)Br)c1Cc1ccccc1.

***

This record from OMol25 describes C3H6NO as an isolated structure at a distorted geometry. The level of theory is the ωB97M-V functional and the def2-TZVPD basis.

Each line ends with the Mulliken charge.
Element x y z (Å)
1 O -1.83502 -0.25043 0.32877  -0.171
2 N 1.24438 -0.21536 0.36869  -0.492
3 C 0.15281 0.02127 -0.43684  0.044
4 C -1.02759 1.01728 -0.04439  -0.352
5 C -0.96855 -0.99049 -0.14572  0.141
6 H 1.27867 -0.23778 1.37775  0.245
7 H -1.00999 -2.05945 -0.20162  0.377
8 H 0.38151 0.10608 -1.49465  0.354
9 H 1.82185 -0.93830 -0.11116  0.267
10 H -1.56590 1.42395 -0.95120  0.283
11 H -0.93434 1.84803 0.75802  0.303

As for the orbital gap: 9.02 eV. As for the multiplicity: 1. Its charge is +1.

***

This record from OMol25 describes an isolated ion of composition C2H4N3O3S and charge +1 at a distorted geometry. The level of theory is the ωB97M-V functional and the def2-TZVPD basis.

Each line ends with the Löwdin spin population.
Element x y z (Å)
1 S 0.57665 -1.33304 1.42081  0.045
2 O 1.80768 -1.49640 0.77472  0.038
3 O 1.65452 2.14591 0.76390  0.737
4 O -0.00306 -2.16153 2.37354  0.036
5 N -0.60198 -1.17667 0.15227  0.158
6 N 0.56508 0.67335 -0.53395  0.064
7 N 0.53869 0.48816 1.84270  0.350
8 C -0.24312 -0.31882 -0.77860  0.317
9 C 0.97953 1.16785 0.80466  0.237
10 H -0.74554 -0.50220 -1.77200  0.012
11 H 1.05255 1.05172 -1.35363  -0.001
12 H 0.62728 0.91782 2.82918  0.002
13 H -1.46868 -1.62139 0.09760  0.005

As for the orbital gap (spin up / spin down): 6.53 / 6.99 eV. As for the multiplicity: 3. The expectation value of S² is 2.020. Its charge is +1.

***

This record from OMol25 describes C24H34N4O3 as an isolated structure at a distorted geometry. The level of theory is the ωB97M-V functional and the def2-TZVPD basis.

Each line ends with the Mulliken charge.
Element x y z (Å)
1 O 5.63058 1.45947 -0.56004  -0.773
2 O -2.20359 -0.08992 -0.99361  -0.156
3 O 0.85175 -0.41009 2.07494  -0.820
4 N -0.89782 3.22735 -1.09156  -0.570
5 N -0.90855 -0.53692 -0.95563  -0.577
6 N 1.07050 -2.17187 0.74763  -0.031
7 N 3.52913 2.20761 0.03618  0.275
8 C -5.25236 -0.81680 -0.43579  0.315
9 C -2.02084 3.95206 -0.74122  -0.525
10 C -4.32028 0.70440 -0.07076  -2.016
11 C 3.22387 -2.41247 0.25533  0.213
12 C 2.81463 -3.28112 -0.98812  -0.832
13 C -1.88844 2.96134 1.71165  -0.836
14 C 1.24868 -3.03481 -1.27854  -0.842
15 C 3.41099 -0.84451 -0.64684  0.331
16 C -0.17737 2.52396 -0.19746  0.184
17 C -0.83349 -0.63876 0.50444  0.001
18 C -0.65319 2.49465 1.13391  -0.073
19 C -5.23504 -1.57941 1.00337  -1.196
20 C 1.21830 2.19000 -0.60250  0.837
21 C 4.14267 -0.06816 0.62211  -0.918
22 C -2.59821 3.61395 0.30744  -0.143
23 C 4.20852 3.41398 -0.70249  -1.077
24 C -2.07118 -0.56905 0.94664  -0.427
25 C 2.37395 -2.67494 1.35456  -0.894
26 C -2.96460 0.12103 -0.09940  1.567
27 C 0.44525 -1.27016 1.20817  0.557
28 C 2.30196 2.24846 0.53311  -0.695
29 C -5.05291 -1.49424 -1.52036  -1.072
30 C 4.49337 1.02415 -0.03310  0.111
31 C 0.44362 -3.14090 -0.07778  -0.760
32 H 0.44671 -4.20403 0.13847  0.479
33 H -4.30615 1.07921 -0.89927  0.834
34 H 3.41977 0.12038 1.42817  0.246
35 H 4.17943 4.14000 0.08328  0.384
36 H 2.43694 -3.68526 1.75568  0.486
37 H -5.79148 -2.13304 -1.86294  0.494
38 H -4.65333 1.01869 0.93037  0.281
39 H -5.99789 -2.37213 0.76829  0.351
40 H 2.09638 1.48308 1.08229  0.128
41 H 4.24872 -2.85697 0.35679  0.238
42 H -4.12814 -2.04358 -1.35166  0.258
43 H 4.84787 -0.48905 1.04543  1.032
44 H 3.43248 3.84646 -1.62730  0.166
45 H -2.68886 4.21495 -1.54565  0.305
46 H -2.30441 -0.43209 2.03006  0.344
47 H -0.16749 2.03393 1.93687  0.308
48 H 3.49408 -3.17673 -1.89458  0.345
49 H 1.35866 2.77056 -1.58917  0.292
50 H 2.83292 -4.42441 -0.65049  0.371
51 H 1.41239 -2.15940 -1.60161  0.563
52 H -0.50552 -2.94797 -0.36292  0.343
53 H -3.74376 4.07796 0.93499  0.115
54 H 1.03211 0.96067 -0.88787  -0.495
55 H 2.60617 -1.81302 2.27567  0.293
56 H 2.15516 3.36839 0.90817  0.301
57 H -5.03103 -0.70789 -2.51981  0.209
58 H 1.09631 -3.94781 -2.24326  0.239
59 H -6.22666 -0.21880 -0.37327  0.319
60 H -2.20212 2.72635 2.60233  0.653
61 H 5.14818 3.21865 -1.01353  0.473
62 H 2.45505 -0.58137 -0.72237  -0.561
63 H -4.16605 -1.98796 0.99553  0.188
64 H 4.22153 -0.94470 -1.40315  0.400
65 H -5.33788 -1.04139 1.83212  0.459

As for the orbital gap: 8.48 eV. As for the multiplicity: 1.

***

This record from OMol25 describes the molecule C22H26N4O4. The level of theory is the ωB97M-V functional and the def2-TZVPD basis.

Each line ends with the Mulliken charge.
Element x y z (Å)
1 O 3.07561 -0.96123 0.15375  -0.193
2 O -6.47078 -0.62824 -0.11259  -0.622
3 O 3.26574 -1.32159 -2.05881  -0.605
4 O -4.65963 -1.86214 0.31426  -0.194
5 N 1.62148 1.28468 -0.85975  -0.565
6 N -0.62931 1.90405 0.62292  -0.277
7 N -1.53895 -0.16693 0.21713  0.163
8 N 0.24493 -2.84329 0.54195  -0.691
9 C 0.69314 0.39777 -0.65826  0.284
10 C 4.48842 -1.05613 0.33771  -1.017
11 C 2.61554 -1.11196 -1.07496  -0.147
12 C 4.94214 -2.51427 0.46004  0.953
13 C 4.26032 -3.18487 1.64965  -1.300
14 C -5.50350 -2.91442 0.76367  -0.779
15 C -0.52516 0.72890 0.03116  0.648
16 C 0.34369 2.81854 0.45406  0.189
17 C -3.65626 1.01350 0.65970  -1.094
18 C 2.43212 3.52242 -0.60734  -0.678
19 C -5.27361 -0.75174 -0.10660  -0.006
20 C 0.24393 4.08394 1.06207  -0.702
21 C -2.11462 -0.91819 -0.87686  -0.640
22 C -2.53289 0.14789 1.22501  -1.085
23 C 1.46213 2.53498 -0.37147  0.148
24 C 1.07451 -1.01143 -1.07969  0.751
25 C 2.29687 4.75143 -0.01878  -0.530
26 C 1.20512 5.02786 0.81953  -0.494
27 C 0.58039 -2.01801 -0.17461  0.197
28 C 6.46089 -2.56646 0.59431  -1.645
29 C -4.32064 0.34348 -0.55384  0.672
30 C -3.24950 -0.12919 -1.54377  -1.316
31 H -0.60749 4.28595 1.69321  0.461
32 H 4.64852 -3.03323 -0.45862  0.236
33 H -4.40038 1.21259 1.43186  0.464
34 H -3.22660 1.96548 0.34351  0.464
35 H 6.94061 -2.11382 -0.26999  0.405
36 H -6.15857 -3.24511 -0.04440  0.312
37 H -6.12054 -2.57457 1.59750  0.310
38 H 3.17836 -3.11824 1.56031  0.255
39 H -4.95937 1.08155 -1.05167  0.411
40 H -3.70321 -0.74428 -2.32266  0.522
41 H 4.69292 -0.50671 1.25882  0.419
42 H 0.74363 -1.22550 -2.10317  0.660
43 H -2.82147 0.75774 -2.01888  0.388
44 H 4.53773 -4.23470 1.70040  0.400
45 H -2.03515 0.67430 2.03932  0.601
46 H 6.79334 -3.59829 0.67090  0.412
47 H 3.26480 3.28353 -1.25050  0.472
48 H -2.49259 -1.86009 -0.47396  0.424
49 H 3.03544 5.51970 -0.19323  0.389
50 H 6.78194 -2.03435 1.48728  0.349
51 H -4.84381 -3.71952 1.07682  0.251
52 H -2.92683 -0.80335 1.59047  0.554
53 H 1.12672 6.00479 1.27390  0.386
54 H 4.98878 -0.57175 -0.50660  0.425
55 H 4.56013 -2.70259 2.57780  0.314
56 H -1.36423 -1.14041 -1.63283  0.296

As for the orbital gap: 8.05 eV. As for the multiplicity: 1. The SMILES is COC(=O)C1CCN(c2nc3ccccc3nc2[C@H](C#N)C(=O)OCC(C)C)CC1.

***

Question: What is the multiplicity in the fourth record?
Answer: 3

***

Question: Which of these has the highest multiplicity?
Answer: C2H4N3O3S

***

Question: The highest multiplicity belongs to which entry?
Answer: C2H4N3O3S